Record 1
The following is a DFT calculation (ωB97M-V/def2-TZVPD) of a structure of composition C36H35EuN4O8P3 in a non-equilibrium geometry.

Positions of all 87 atoms, in Å:
C (-1.02, -0.86, 4.23)
C (0.20, -3.02, 3.74)
H (2.08, -3.94, 5.45)
C (2.18, 3.22, -1.42)
C (-0.73, 3.47, -3.98)
N (-2.90, -1.47, 1.08)
H (-1.63, -1.21, 5.10)
H (-3.91, 4.74, -3.86)
H (-4.03, 3.19, -1.91)
C (1.05, -1.49, -5.99)
C (-2.13, -2.75, 3.09)
C (3.99, 3.20, -3.53)
C (-3.04, 4.15, -3.59)
H (1.51, 3.23, -0.57)
O (2.15, -1.33, 0.81)
H (1.16, -2.27, -6.78)
O (0.60, -4.25, 0.42)
C (-2.96, 2.38, 3.58)
H (5.07, 4.71, -2.45)
C (-4.52, -2.19, 2.74)
H (0.36, -3.63, 2.82)
H (-0.69, -0.42, -6.86)
C (3.18, 4.20, -1.50)
H (-2.60, -3.06, 4.03)
C (2.41, -3.06, 5.01)
P (3.19, -1.66, -0.32)
O (4.39, -2.38, 0.43)
C (2.91, 2.34, -3.53)
O (0.23, 0.66, -1.08)
O (0.00, -2.37, -1.23)
C (1.73, -0.55, -3.82)
C (-2.05, 2.44, -2.19)
C (1.94, -1.39, -4.92)
P (0.89, -3.53, -0.85)
H (-4.62, -2.74, 3.66)
C (0.56, 0.26, -3.79)
N (-0.86, -2.04, 3.37)
N (1.90, -1.23, 3.62)
C (4.04, -1.36, 4.63)
C (3.65, -2.52, 5.27)
C (-3.19, -2.04, 2.31)
H (-6.55, -1.56, 2.42)
H (-1.20, 0.81, -4.92)
C (0.00, -0.57, -6.01)
H (-3.09, 0.80, 5.06)
H (-0.82, 2.23, 0.97)
O (0.96, -4.56, -2.13)
H (-0.03, -0.60, 4.61)
H (4.35, -3.07, 5.90)
H (0.05, -4.58, -2.46)
H (-1.63, 5.06, -4.98)
C (-3.93, -0.88, 0.42)
C (-5.53, -1.57, 2.05)
C (-5.22, -0.88, 0.89)
P (0.47, 1.38, -2.40)
C (-0.84, 2.55, -2.87)
O (2.44, -3.03, -1.00)
H (3.33, 0.22, 3.39)
C (-1.63, 0.36, 3.53)
H (-0.14, -3.61, 4.64)
C (1.55, -2.40, 4.11)
H (-3.65, 3.10, 4.07)
H (-1.77, -3.65, 2.52)
H (2.39, -0.52, -2.93)
C (-2.61, 1.17, 4.17)
H (-2.25, 1.67, -1.46)
H (0.20, 3.55, -4.49)
C (3.09, -0.70, 3.87)
H (4.73, 3.19, -4.33)
H (2.86, 1.64, -4.33)
C (-3.12, 3.27, -2.53)
N (-1.06, 0.77, 2.38)
Eu (0.01, -1.02, 0.70)
C (4.16, 4.13, -2.47)
C (-0.29, 0.23, -4.92)
H (5.04, -0.94, 4.70)
H (2.82, -2.04, -4.93)
H (-3.66, -0.38, -0.50)
C (-1.82, 4.30, -4.24)
H (5.23, -2.17, -0.09)
H (3.15, 4.91, -0.70)
C (-1.38, 1.95, 1.86)
C (1.99, 2.34, -2.45)
H (-5.94, -0.24, 0.41)
H (-2.53, 3.64, 1.91)
C (-2.34, 2.73, 2.40)
O (3.71, -0.46, -1.05)

Summary:
LUMO (spin up / spin down) in eV: -3.306 / -6.615
Charge: +1
⟨S²⟩: 12.018
Frontier orbital gap (spin up / spin down) in hartree: 0.1942 / 0.1750
Multiplicity: 7

Record 2
The following is a DFT calculation (ωB97M-V/def2-TZVPD) of a cluster of 2 separate species, C5H3N3O4 in total in a non-equilibrium geometry.

Positions of all 15 atoms, in Å:
H (-0.93, -0.62, -1.56)
C (0.16, 0.56, -0.23)
N (-1.09, -0.61, 1.34)
C (-0.17, -0.80, -0.78)
C (2.33, 0.12, 0.40)
C (-0.56, 0.68, 1.18)
N (0.25, 1.56, -1.27)
H (0.67, -1.46, -1.27)
H (-1.60, -0.88, 2.20)
O (-1.34, -2.55, 0.21)
O (-0.68, 1.64, 1.89)
O (0.13, 1.20, -2.46)
O (0.48, 2.71, -0.90)
C (-0.95, -1.46, 0.32)
N (3.30, -0.10, 0.92)

Summary:
LUMO in eV: -3.538
Charge: 0
Frontier orbital gap in hartree: 0.2906

Record 3
The following is a DFT calculation (ωB97M-V/def2-TZVPD) of an isolated molecule of C2F2N2 in a non-equilibrium geometry.

Positions of all 6 atoms, in Å:
C (-0.09, 0.25, 0.08)
F (-0.19, 1.71, -0.51)
C (0.53, -0.68, -0.72)
N (0.86, -1.46, -1.49)
F (-0.96, 0.99, 1.95)
N (-0.48, -0.01, 1.21)

Summary:
LUMO in eV: -0.844
Charge: 0
Frontier orbital gap in hartree: 0.4317

Record 4
The following is a DFT calculation (ωB97M-V/def2-TZVPD) of an isolated molecule of C10H14NO2P in a non-equilibrium geometry.

Positions of all 28 atoms, in Å:
H (0.10, 4.71, 0.44)
H (-2.90, -2.82, 3.33)
H (1.01, -2.00, -1.40)
H (3.18, 1.80, 1.16)
C (0.05, -1.78, -1.87)
C (1.35, 0.99, 1.13)
H (-2.89, -1.77, 0.95)
C (-2.03, -2.16, 1.40)
H (-0.68, 0.17, -1.91)
P (-0.49, -1.55, 0.61)
H (0.92, 0.14, -2.68)
C (0.50, 3.62, 0.55)
O (0.79, -2.11, 1.04)
C (2.22, 2.06, 1.01)
H (-0.12, -2.59, -2.63)
C (0.01, 1.26, 0.82)
H (-1.86, 0.45, 0.67)
N (-0.96, 0.24, 0.95)
H (-1.14, -3.01, 3.15)
H (-1.49, 2.78, 0.23)
C (1.85, 3.36, 0.74)
H (-0.51, -0.47, -3.54)
O (-0.92, -1.92, -0.94)
C (-2.05, -2.59, 2.69)
H (2.53, 4.08, 0.50)
H (1.58, 0.05, 1.44)
C (0.01, -0.40, -2.54)
C (-0.41, 2.58, 0.63)

Summary:
LUMO in eV: 0.742
Charge: 0
Frontier orbital gap in hartree: 0.3311

Number 1: calculated total energy -3948.16853 hartree. Number 2: calculated total energy -657.33620 hartree. Number 3: calculated total energy -385.30838 hartree. Number 4: calculated total energy -936.01947 hartree.